Molecular formula: C5H14NO4
Method: DFT, wB97M-V/def2-TZVPD

* HOMO: -13.217 eV
* Kohn-Sham gap: 10.11 eV
* relative energy (zero: lowest compared OMol25 entry of this formula, charge and spin): 1.0942 eV
* total charge: +1
* LUMO: -0.1142 hartree

Atoms and positions in Å:
O1 0.2891 0.9173 3.0149
C1 0.5021 0.9674 1.8454
O2 1.6699 1.3845 1.2914
C2 -0.5387 0.6250 0.7801
C3 -0.7497 -0.8742 0.5718
C4 -1.8895 -1.1735 -0.3729
C5 -1.9550 -2.3457 -0.9794
N1 -0.2387 1.3742 -0.5186
H1 2.3086 1.5339 2.0003
H2 -1.4915 1.0203 1.0866
H3 0.1771 -1.3473 0.2630
H4 -0.9110 -1.2759 1.5741
H5 -2.6953 -0.4562 -0.4492
H6 -2.6777 -2.6494 -1.7239
H7 -1.1922 -3.1118 -0.8822
H8 0.7423 1.5618 -0.6930
H9 -0.5951 0.8817 -1.3619
H10 -0.6799 2.2830 -0.4025
H11 2.7994 -0.2978 -0.8542
H12 2.6597 -1.5697 -1.5896
O3 2.1250 -0.8105 -1.3190
H13 0.7540 -0.4161 -2.6358
H14 -0.3821 -0.2516 -3.6954
O4 -0.1390 -0.0588 -2.7851

Molecular formula: C11H16O2S
Method: DFT, wB97M-V/def2-TZVPD

* SMILES: C#CC(=C=C(C)C(C)(C)C)S(C)(=O)=O
* HOMO: -9.362 eV
* Kohn-Sham gap: 9.85 eV
* relative energy (zero: lowest compared OMol25 entry of this formula, charge and spin): 3.9121 eV
* total charge: 0
* LUMO: 0.0178 hartree

Atoms and positions in Å:
C1 3.9008 -2.6762 0.0217
C2 2.9404 -1.9819 0.2044
C3 2.0461 -0.8980 0.2651
C4 0.7369 -0.9496 0.3641
C5 -0.7531 0.2378 1.9493
C6 -1.8773 -1.4130 -0.5885
C7 -2.4096 1.0349 -0.3233
C8 -0.4826 0.1732 -1.8608
C9 4.1002 1.0436 0.3932
C10 -0.2792 -0.0704 0.5061
C11 -1.2744 -0.0346 -0.5746
O1 2.5677 0.5799 -1.7793
O2 1.5410 1.7249 0.0541
S1 2.4835 0.7286 -0.3733
H1 4.7364 -3.3553 0.2965
H2 0.0629 -0.0866 2.4350
H3 -0.8514 1.2670 2.0630
H4 -1.6144 -0.2839 2.2433
H5 -1.2692 -2.2296 -0.8606
H6 -2.6181 -1.4640 -1.3198
H7 -2.4943 -1.6390 0.4164
H8 -3.3062 0.8317 -0.9112
H9 -2.0377 2.0423 -0.6116
H10 -2.5518 0.9351 0.7066
H11 0.4857 0.8290 -1.7243
H12 -1.1419 0.7161 -2.5929
H13 -0.2590 -0.7807 -2.2848
H14 3.8070 1.3236 1.4194
H15 4.5469 1.8118 -0.0626
H16 4.6396 0.1108 0.3129

Molecular formula: C25H61CuN3O2PSi4
Method: DFT, wB97M-V/def2-TZVPD

* HOMO (alpha / beta): -3.483 / -4.437 eV
* spin multiplicity: 2
* Kohn-Sham gap (alpha / beta): 6.09 / 6.99 eV
* relative energy (zero: lowest compared OMol25 entry of this formula, charge and spin): 0.0000 eV
* total charge: -1
* LUMO (alpha / beta): 0.0960 / 0.0938 hartree

Atoms and positions in Å:
Cu1 -0.1499 -0.8540 -0.4674
C1 2.3245 -3.7792 -2.5424
C2 1.4202 -3.0121 -1.6237
N1 1.7847 -1.9413 -1.0204
O1 3.0817 -1.5116 -1.3528
C3 0.0449 -3.4833 -1.3891
C4 -0.3829 -4.8710 -1.7447
N2 -0.8015 -2.6289 -0.8531
O2 -2.0107 -2.9727 -0.6427
H1 3.0315 -3.1060 -3.0205
H2 1.7455 -4.3067 -3.2988
H3 2.8992 -4.5173 -1.9764
H4 3.1162 -0.6519 -0.9116
H5 0.3944 -5.6030 -1.5105
H6 -0.6316 -4.9713 -2.8076
H7 -1.2813 -5.1030 -1.1755
C5 1.4570 0.7217 -3.6416
C6 1.1413 2.1551 -3.1699
C7 0.8322 3.0310 -4.3877
C8 2.4285 2.6738 -2.5061
P1 -0.1760 2.0488 -1.7925
N3 0.1735 0.9460 -0.7863
C9 -0.2193 3.7338 -0.9016
C10 0.9537 3.7618 0.0953
C11 -0.1812 5.0082 -1.7506
C12 -1.4947 3.7472 -0.0409
C13 -1.8581 1.7911 -2.6534
C14 -1.6946 0.6600 -3.6816
C15 -2.8489 1.2469 -1.6100
C16 -2.4760 2.9994 -3.3620
H8 2.4871 0.6799 -4.0097
H9 0.8072 0.3959 -4.4508
H10 1.3684 0.0109 -2.8194
H11 1.7182 3.0597 -5.0344
H12 0.5909 4.0578 -4.1225
H13 0.0124 2.6343 -4.9856
H14 3.2750 2.4792 -3.1724
H15 2.6138 2.1676 -1.5563
H16 2.3963 3.7474 -2.3248
H17 1.8906 4.0689 -0.3650
H18 1.0970 2.7764 0.5393
H19 0.7266 4.4776 0.8932
H20 0.7840 5.1452 -2.2373
H21 -0.3330 5.8722 -1.0927
H22 -0.9549 5.0407 -2.5151
H23 -1.6073 2.8127 0.5109
H24 -2.3954 3.9161 -0.6271
H25 -1.4194 4.5623 0.6869
H26 -1.1870 -0.2043 -3.2485
H27 -1.1534 0.9762 -4.5711
H28 -2.6895 0.3345 -4.0006
H29 -2.3758 0.4876 -0.9880
H30 -3.6925 0.7789 -2.1284
H31 -3.2491 2.0199 -0.9569
H32 -1.8147 3.4345 -4.1103
H33 -2.7689 3.7855 -2.6696
H34 -3.3852 2.6712 -3.8799
C17 2.6738 0.6290 1.6092
Si1 2.0333 -0.8787 2.5341
C18 2.3372 -0.5541 4.3655
C19 3.1229 -2.3346 2.0616
Si2 -0.1710 -1.2814 1.9651
Si3 -0.7441 -3.3838 2.7553
C20 -0.3739 -3.5846 4.5909
C21 -2.5668 -3.7450 2.5295
C22 0.2283 -4.7325 1.8734
Si4 -1.5063 0.2808 3.0273
C23 -0.6192 1.9344 3.1349
C24 -1.9838 -0.1542 4.7971
C25 -3.1114 0.5154 2.0857
H35 3.7693 0.6369 1.5723
H36 2.3396 1.5518 2.0940
H37 2.2690 0.6524 0.5895
H38 3.4019 -0.3795 4.5580
H39 2.0113 -1.4004 4.9782
H40 1.7805 0.3269 4.7000
H41 4.1808 -2.0658 2.1550
H42 2.9326 -2.6386 1.0284
H43 2.9301 -3.1994 2.7039
H44 -0.8826 -2.8215 5.1861
H45 0.6993 -3.4949 4.7887
H46 -0.7050 -4.5699 4.9384
H47 -3.1810 -3.0897 3.1580
H48 -2.7912 -4.7840 2.7941
H49 -2.8437 -3.5695 1.4873
H50 1.2374 -4.8312 2.2827
H51 0.3227 -4.5056 0.8075
H52 -0.2812 -5.6969 1.9728
H53 0.1658 1.8961 3.8969
H54 -1.3165 2.7381 3.3979
H55 -0.1466 2.1880 2.1831
H56 -1.0930 -0.2592 5.4243
H57 -2.5399 -1.0954 4.8482
H58 -2.6116 0.6369 5.2231
H59 -2.9334 0.4764 1.0099
H60 -3.5825 1.4745 2.3279
H61 -3.8149 -0.2877 2.3265

Molecular formula: C3H4BrN
Method: DFT, wB97M-V/def2-TZVPD

* HOMO: -9.376 eV
* Kohn-Sham gap: 10.36 eV
* relative energy (zero: lowest compared OMol25 entry of this formula, charge and spin): 2.0509 eV
* total charge: 0
* LUMO: 0.0362 hartree

Atoms and positions in Å:
C1 0.2992 1.9809 -0.5328
C2 0.2645 -1.2032 0.0795
C3 -0.9160 -1.1042 -0.5305
N1 0.9046 2.2362 0.4207
Br1 -2.3573 -0.2902 0.2463
H1 1.2873 2.1592 1.2746
H2 1.0553 -1.5918 -0.4897
H3 0.4298 -0.8936 1.0543
H4 -0.9676 -1.2934 -1.5224

Molecular formula: C19H10BCo2F3O7
Method: DFT, wB97M-V/def2-TZVPD

* HOMO: -7.113 eV
* Kohn-Sham gap: 2.45 eV
* relative energy (zero: lowest compared OMol25 entry of this formula, charge and spin): 1.9262 eV
* total charge: 0
* LUMO: -0.1712 hartree

Atoms and positions in Å:
C1 0.6780 1.8601 -0.6421
C2 -0.6750 2.0810 -0.8070
C3 -1.3451 0.9524 -0.2595
C4 -0.3635 0.0895 0.1875
B1 -0.3301 -1.3542 0.8820
F1 -1.6967 -1.7021 0.9595
F2 0.4071 -2.1692 0.0035
F3 0.2675 -1.1281 2.1363
O1 0.8589 0.6558 -0.0491
H1 1.5056 2.4931 -0.9215
H2 -1.1174 2.9501 -1.2581
H3 -2.4174 0.8136 -0.2112
O2 -0.4321 7.1959 3.3269
C5 0.6734 7.2337 2.9625
Co1 2.3603 7.1883 2.5226
C6 2.3307 7.5036 0.7860
O3 2.1919 7.7679 -0.3328
C7 3.2257 8.4212 3.4075
O4 3.7631 9.2716 3.9863
C8 2.8398 5.5184 3.6070
C9 2.2400 5.4906 4.9360
C10 2.5119 6.4550 5.9347
C11 1.6681 6.5463 7.0424
C12 0.6170 5.6358 7.2015
C13 0.4620 4.5731 6.3076
C14 1.3272 4.4533 5.2227
C15 2.7626 4.5176 2.5730
C16 1.8226 3.8455 1.9008
Co2 4.3812 5.1396 2.7930
C17 5.5260 6.1599 3.7346
O5 6.4075 6.7180 4.2453
C18 4.8062 5.6784 1.1111
O6 5.3131 5.9415 0.1027
C19 5.0994 3.5392 2.8865
O7 5.5188 2.4586 2.9269
H4 3.3437 7.1502 5.8196
H5 1.8162 7.3377 7.7792
H6 -0.0683 5.7280 8.0508
H7 -0.3272 3.8287 6.4292
H8 1.2535 3.6089 4.5370
H9 2.0931 3.2222 1.0545
H10 0.7636 3.9087 2.1854

Molecular formula: C29H22Cl2F5N2O6PS2Zr
Method: DFT, wB97M-V/def2-TZVPD

* HOMO: -7.119 eV
* Kohn-Sham gap: 6.45 eV
* relative energy (zero: lowest compared OMol25 entry of this formula, charge and spin): 2.1454 eV
* total charge: 0
* LUMO: -0.0245 hartree

Atoms and positions in Å:
Zr1 -0.6503 0.0764 -0.5971
N1 -1.3136 -1.0400 1.3119
C1 -2.2969 -2.0952 1.0021
C2 -3.2172 -1.5788 -0.0943
O1 -4.3520 -1.9832 -0.2425
N2 -2.6003 -0.6291 -0.8638
C3 -3.2919 -0.0329 -1.9973
C4 -2.2346 0.4076 -3.0062
O2 -2.4642 1.0079 -4.0146
O3 -1.0050 0.0240 -2.6069
H1 -1.8440 -0.2892 1.7622
H2 -0.6000 -1.3429 2.0326
H3 -1.7734 -2.9874 0.6472
H4 -2.8995 -2.3805 1.8657
H5 -3.9653 -0.7411 -2.4897
H6 -3.8801 0.8427 -1.7029
O4 -2.3555 3.4045 -1.1444
S1 -1.2936 2.8018 -0.4215
O5 -0.2318 2.1117 -1.2369
O6 -1.6980 1.6855 0.5075
C5 -0.3836 3.9616 0.4987
C6 -0.7878 5.2856 0.4790
C7 0.0126 6.2319 1.1047
C8 1.1927 5.8364 1.7124
C9 1.5752 4.5004 1.7261
C10 0.7955 3.5273 1.1207
P1 1.2626 1.7264 1.2865
C11 2.9553 1.7119 0.6282
C12 3.2928 2.4807 -0.4838
C13 4.5314 2.3266 -1.0900
C14 5.4406 1.4039 -0.5932
C15 5.1111 0.6369 0.5154
C16 3.8741 0.7868 1.1219
C17 1.3902 1.6602 3.0930
C18 2.5653 1.8441 3.8107
C19 2.5354 1.8425 5.1988
C20 1.3356 1.6744 5.8717
C21 0.1575 1.5017 5.1577
C22 0.1882 1.4852 3.7758
H7 -1.6999 5.5593 -0.0299
H8 -0.2808 7.2719 1.1081
H9 1.8246 6.5743 2.1877
H10 2.4927 4.2145 2.2275
H11 2.5865 3.1951 -0.8909
H12 4.7829 2.9292 -1.9516
H13 6.4047 1.2833 -1.0673
H14 5.8150 -0.0844 0.9081
H15 3.6289 0.1830 1.9860
H16 3.5109 1.9756 3.3009
H17 3.4554 1.9694 5.7528
H18 1.3179 1.6693 6.9527
H19 -0.7785 1.3545 5.6786
H20 -0.7331 1.3325 3.2239
F1 5.4286 -3.9218 0.6297
C23 4.4116 -3.3944 1.3256
C24 3.3938 -2.7202 0.6787
F2 3.4282 -2.5991 -0.6636
C25 2.3611 -2.1767 1.4175
F3 1.4208 -1.4657 0.7193
C26 2.2255 -2.2956 2.7938
S2 0.8835 -1.6582 3.7104
C27 3.2861 -2.9795 3.4084
F4 3.2946 -3.1468 4.7339
C28 4.3527 -3.5141 2.7078
F5 5.3259 -4.1624 3.3539
Cl1 1.8185 -0.2238 -2.0035
C29 1.2194 -1.7548 -2.6909
Cl2 -0.0059 -2.5218 -1.6265
H21 2.0611 -2.4362 -2.7717
H22 0.7268 -1.5198 -3.6274

Molecular formula: C6H22O6
Method: DFT, wB97M-V/def2-TZVPD

* HOMO: 1.091 eV
* Kohn-Sham gap: 3.52 eV
* relative energy (zero: lowest compared OMol25 entry of this formula, charge and spin): 0.3641 eV
* total charge: -2
* LUMO: 0.1695 hartree

Atoms and positions in Å:
C1 0.2189 -0.2073 4.5255
O1 -0.8251 0.5861 4.9413
H1 1.0532 -0.2310 5.2686
H2 -0.1351 -1.2372 4.3177
H3 0.7041 0.1919 3.6054
C2 -1.3762 -0.9845 0.7274
O2 -2.6350 -0.4154 0.8332
H4 -0.9339 -1.2592 1.7001
H5 -1.6304 -1.9051 0.1441
H6 -0.6390 -0.3691 0.1549
C3 -2.7596 -0.4967 -2.9566
O3 -3.1181 -1.8143 -2.5733
H7 -2.2726 -0.5666 -3.9442
H8 -3.5390 0.2548 -2.9728
H9 -1.9219 -0.2109 -2.3102
H10 -2.3422 -2.3688 -2.6551
C4 -1.4822 2.6120 -0.8725
O4 -1.7489 3.7203 -1.7404
H11 -1.0624 2.9640 0.0658
H12 -2.4093 2.0774 -0.6533
H13 -0.7716 1.9710 -1.4041
H14 -2.0828 3.4316 -2.5878
C5 2.5057 -2.3349 0.5301
O5 3.6937 -1.6081 0.2490
H15 2.2630 -2.2362 1.5900
H16 1.6416 -1.9495 -0.0177
H17 2.6421 -3.4137 0.3909
H18 4.0896 -2.0037 -0.5294
C6 2.2004 1.0892 -0.5261
O6 3.5589 1.5405 -0.4343
H19 1.8639 0.5591 0.3594
H20 1.5735 1.9883 -0.5890
H21 2.0069 0.5151 -1.4381
H22 3.6699 2.1109 -1.1986

Molecular formula: C7H10
Method: DFT, wB97M-V/def2-TZVPD

* SMILES: C1C2C[C@H]3[C@@H]1[C@H]3C2
* HOMO: -9.147 eV
* Kohn-Sham gap: 10.25 eV
* relative energy (zero: lowest compared OMol25 entry of this formula, charge and spin): 1.8087 eV
* total charge: 0
* LUMO: 0.0405 hartree

Atoms and positions in Å:
C1 0.2038 1.4150 -0.4228
C2 1.0861 0.2300 -0.2533
C3 0.4642 -0.9739 -0.9414
C4 -0.9642 -0.7595 -0.4128
C5 -1.1554 0.7123 -0.1254
C6 -0.6761 -0.3846 0.9334
C7 0.7952 -0.2136 1.1518
H1 0.4703 2.1275 0.3160
H2 0.2698 1.7305 -1.5365
H3 2.1682 0.2486 -0.3407
H4 0.5241 -1.0050 -1.9446
H5 0.7499 -1.9791 -0.6071
H6 -1.7248 -1.4540 -0.6254
H7 -2.0652 1.2028 0.0312
H8 -1.2434 -0.4750 1.8829
H9 1.4410 -1.1482 1.3484
H10 0.8887 0.5975 1.8981